1.
85
Properties=species:S:1:pos:R:3 method="wB97M-V/def2-TZVPD" smiles="C[Si](C)(C)OCCBON=O.CCOCC.CCOCC.CCOCC.CCOCC" lumo_ev=-0.04 charge=0 gap_ha=0.3443 energy_ev=-47026.74518
H 0.33673 -8.99352 -0.73182
H -2.02065 2.62381 -0.11489
H -0.51477 9.24064 0.70299
H 1.21700 -1.71234 -6.22813
H 0.81807 2.50632 3.72816
H -2.98307 -4.65587 1.71344
H 0.66319 5.24974 0.22983
H -0.82039 0.90728 -4.50535
C 2.06693 3.51632 0.25358
C -0.59677 0.58141 1.65497
C 2.00942 7.71618 2.17703
H -4.02295 -9.94477 1.51058
H 1.57280 9.09542 3.80376
H 2.71474 7.81602 4.21232
C 0.40851 -0.42952 -3.30362
C 0.35733 9.26112 1.35713
H 2.24890 6.65575 2.07794
H 0.88875 -10.14740 0.49742
H -1.31193 0.60273 2.48246
H 0.66811 -3.82043 3.32450
H 0.29600 -0.99524 -2.37813
H 0.98389 7.45810 4.05737
N -0.81527 3.87494 -3.10176
O 0.14102 3.37651 -2.23367
H -1.17556 -9.75010 1.83085
H 0.90333 -5.25533 0.62701
H 2.19996 0.50382 -6.71783
B 0.97192 4.51658 -1.88990
C 0.21174 -4.28645 2.45019
C -3.51020 -10.35717 0.64000
H 2.48109 3.71975 1.24886
H 1.94575 -5.49810 2.02867
H 1.92490 -3.93703 1.18541
C 2.06639 0.17612 -5.68580
C -0.87767 -9.04138 1.05073
H -0.63710 -3.87810 -0.10878
C 0.33993 3.18717 3.01524
H -1.10224 0.20262 0.75990
C -1.62476 3.27374 0.67621
C -0.88227 0.31730 -3.58952
C -2.26186 -4.87076 0.92249
H 2.86369 8.26595 1.76739
H 2.24383 10.34497 1.45162
H 3.00737 -0.24580 -5.32847
H -1.40100 4.24782 0.23491
H -1.71066 -0.38416 -3.70990
Si -0.06389 2.38875 1.34178
H 2.25953 5.51552 -0.46411
C 1.30830 -4.77408 1.51859
H -0.51165 -10.51754 -0.50729
C 0.95657 -0.85784 -5.60240
H -0.00457 9.54874 2.34990
H 1.23357 0.27129 -3.13913
C 1.80984 8.04231 3.64695
H -1.71797 -5.77063 1.20996
H 2.93698 3.26630 -0.36999
H 0.91292 4.11834 2.93045
O -1.50862 4.66500 -2.57643
H -2.35689 3.40277 1.47846
H 1.85049 1.05796 -5.08069
H 0.29308 -0.01627 1.86639
H -2.74516 -11.04435 1.00407
H -1.92655 -2.81654 0.41967
H -2.80644 -5.09253 0.00400
H -1.11418 0.99758 -2.76983
H 1.67454 10.00814 -0.17969
C 0.00903 -9.71586 0.01825
H -0.62155 3.46823 3.46832
H -2.44050 -9.64426 -1.10374
H 0.01824 -0.45551 -5.99949
O -2.01752 -8.40720 0.49982
O 1.23334 2.37081 0.22831
C 1.43808 4.78562 -0.39070
H 1.28731 5.19880 -2.81180
O 0.85642 7.93474 1.38248
C 1.35185 10.27934 0.82698
O -0.62793 -3.30157 1.87868
C -1.33602 -3.68576 0.71265
H -4.22625 -10.93510 0.05432
H 0.89533 11.26923 0.79238
H -0.30854 -8.25466 1.54878
O 0.75570 -1.37554 -4.30033
C -2.91981 -9.24157 -0.20500
H -0.38473 -5.12695 2.82194
H -3.72449 -8.59030 -0.54787



2.
129
Properties=species:S:1:pos:R:3 method="wB97M-V/def2-TZVPD" lumo_ev=-0.05 charge=0 gap_ha=0.3832 energy_ev=-269411.01251
H -15.26579 -12.88502 16.94943
Cl -9.96269 -14.73066 20.12708
C -9.26671 -15.03948 24.13431
C -10.19617 -13.09056 25.49282
O -9.14820 -1.02616 16.93310
H -17.98110 -5.66577 26.33159
H -7.45724 -9.25988 17.08539
C -13.32838 -2.89399 24.08314
O -5.93117 -14.67933 24.90883
H -10.00846 -9.59404 16.73352
O -6.73239 -11.05196 23.24381
O -9.96728 -2.83331 18.03971
C -6.90567 -6.56001 22.15280
H -8.00310 -3.24163 20.37456
Cl -10.60800 -6.73977 25.47968
H -13.70033 -10.33579 16.31740
H -10.91496 -5.28007 18.81637
C -5.97163 -6.82266 20.94206
C -8.48735 -11.06913 21.96498
Cl -15.39290 -13.15895 24.57737
Cl -8.46890 -8.74207 19.10333
H -14.86798 -5.48957 17.96707
H -5.44693 -5.98117 20.48965
H -9.67471 -15.04941 26.26503
H -19.41382 -5.25392 25.52960
H -7.39113 -7.46020 22.52976
H -10.33736 -9.28536 26.82143
O -8.70877 -10.18229 22.96669
Cl -11.55602 -3.60627 22.15714
H -6.47283 -7.24189 20.06963
H -8.89370 -10.73222 21.01132
Cl -12.25841 -10.47615 26.78994
C -9.06031 -1.88002 17.81913
C -9.34009 -14.34030 25.50787
H -7.52039 -10.60050 18.24295
C -11.92449 -8.59821 21.72185
C -7.68516 -10.26457 23.80986
H -14.17660 -3.14370 24.72052
C -11.68263 -14.57111 20.64436
C -7.02691 -11.25844 21.94792
H -13.55229 -4.51124 22.70577
H -14.34355 -7.82029 17.43212
H -10.02926 -12.41858 26.33465
H -12.38143 -4.94977 23.92022
H -14.12614 -10.98785 17.90361
Cl -15.72730 -10.19500 21.53779
H -9.71629 -14.47400 23.31809
Cl -13.91758 -6.42616 19.89199
O -7.57300 -9.55479 24.81292
H -10.76741 -9.68792 25.12741
Cl -13.27326 -13.05412 15.59240
Cl -8.11731 -5.30341 21.83288
O -16.82256 -7.04409 24.31026
H -7.37971 -4.09918 18.92980
H -11.25609 -13.34366 25.46830
H -6.45508 -10.56228 21.33435
Cl -4.70067 -7.94531 21.44660
Cl -10.17251 -11.53199 18.11400
H -10.01946 -12.42352 24.64905
C -8.03172 -3.30191 19.28660
H -9.35541 -5.87610 19.22729
C -8.09453 -9.79081 17.79255
H -17.02477 -11.58469 22.96538
C -6.59790 -12.63272 21.47494
C -15.69893 -6.58481 23.74629
H -15.46427 -12.18648 15.41781
O -11.65841 -9.57862 22.69294
H -12.14385 -7.66564 26.88687
H -5.60485 -12.99058 21.74677
O -11.65443 -11.84567 22.91665
H -11.32314 -9.14795 19.69027
C -11.71451 -10.80627 22.18306
C -16.08451 -11.67589 22.42162
C -7.14801 -14.64774 24.83763
H -8.91780 -10.85015 16.11154
C -12.57883 -13.95621 19.60365
H -9.65225 -5.21325 17.60975
H -10.69132 -6.96099 22.74765
C -14.76125 -12.21822 16.25021
H -12.29153 -12.91709 19.44306
H -10.09705 -3.41095 19.97437
O -14.68078 -7.21792 23.61818
O -15.82889 -5.31354 23.51108
H -12.58723 -14.42267 18.61854
C -11.75597 -7.98041 25.91808
H -9.04785 -11.98960 22.12827
Cl -14.23480 -13.95352 20.25146
H -12.61441 -7.98113 25.24636
C -9.48817 -3.65210 19.10304
H -10.88164 -6.77214 21.04056
C -18.63026 -6.01163 25.52718
H -7.23659 -13.38675 21.93497
Cl -12.06569 -2.11980 25.11725
H -14.42608 -11.09481 23.74416
H -14.04557 -12.46976 22.69312
C -17.02203 -4.81106 23.98480
H -12.91248 -8.21396 21.97553
C -13.86856 -5.81855 18.25169
C -11.13836 -9.31692 26.08284
H -16.83040 -4.14089 24.82281
C -13.66079 -6.98183 17.29458
H -18.97336 -7.01424 25.78245
H -13.05005 -9.29030 20.01481
H -13.17951 -4.97500 18.29370
C -14.83255 -11.99136 23.27611
C -9.85305 -5.08046 18.67284
H -11.99150 -15.58323 20.90571
C -17.84411 -6.08364 24.21649
C -12.05780 -9.44741 20.43773
O -11.76414 -10.73797 20.86513
H -11.76174 -13.96221 21.54496
C -12.74041 -4.11627 23.31647
H -18.34786 -6.35791 23.28961
H -17.53680 -4.22616 23.22257
H -13.68092 -2.12384 23.39706
H -16.30266 -12.42664 21.66209
H -9.80942 -7.93553 21.68316
H -6.30670 -6.04776 22.90575
C -9.31918 -10.39027 17.01459
H -9.83248 -15.97105 24.14743
C -14.49203 -10.81768 16.89106
Cl -12.00280 -7.74870 17.49526
H -13.65139 -6.61021 16.26992
O -7.87543 -15.25219 23.84567
O -7.92898 -13.94028 25.65062
C -10.81012 -7.52693 21.82368
H -6.74835 -12.71429 20.39845
O -8.02190 -2.04212 18.60602
Cl -16.04983 -9.91608 17.07332



3.
15
Properties=species:S:1:pos:R:3 method="wB97M-V/def2-TZVPD" smiles="C#CC(=C)N(C)C=O" lumo_ev=0.81 charge=0 gap_ha=0.3553 energy_ev=-9868.64062
N -0.44621 0.32907 0.38547
C -0.01342 1.51357 0.86079
H 0.96184 1.35506 1.60209
H 1.46986 1.43519 -0.70807
O -1.86158 -1.47042 1.10309
C 0.00587 -2.54356 -1.70017
H 2.07103 0.14975 -1.74470
H 0.18853 2.29893 0.07825
C -0.10932 -1.55905 -0.93352
H -0.64669 2.06226 1.56818
C 1.33793 0.42500 -1.09796
C -1.32055 -0.41360 1.24333
C 0.34058 -0.22263 -0.59270
H -1.66978 0.07578 2.11498
H -0.30809 -3.43534 -2.17906